No. 1
C30H30Br15N5 | ωB97M-V/def2-TZVPD

Values from the calculation:
- Molecular weight: 1659.16 g mol⁻¹
- LUMO level: -0.02 eV
- Kohn-Sham gap: 9.19 eV

Geometry (Å):
H (2.57, -1.49, -2.54)
C (-1.39, 0.49, -0.08)
H (-0.98, 0.14, 6.06)
C (-5.10, -2.01, 0.44)
N (-4.06, -1.38, -0.12)
H (-5.19, -1.75, 1.51)
C (-2.14, -0.80, 3.01)
Br (-2.86, -4.70, 0.40)
H (-1.75, -2.53, 0.29)
Br (2.04, 5.99, -1.37)
H (-3.83, 0.19, 1.98)
Br (0.04, -4.18, 1.16)
C (-1.30, -0.85, 4.12)
C (5.80, 0.89, -3.60)
H (5.73, 1.22, -4.62)
H (-3.84, 4.86, 3.62)
H (1.26, 0.53, 2.91)
H (3.92, -3.63, 0.75)
Br (3.84, 3.38, -0.92)
H (-6.27, -3.88, -2.11)
C (-5.71, -3.13, -1.54)
H (5.68, -0.04, 0.06)
C (3.71, 5.32, -0.70)
Br (2.61, -1.62, 3.02)
N (3.25, -2.41, -0.77)
Br (3.71, 5.65, 1.20)
H (7.93, 0.76, -3.62)
C (-3.80, -1.67, -1.43)
N (-0.62, -0.56, 0.16)
H (-4.48, -2.75, -3.25)
Br (-1.94, 6.37, 3.10)
Br (-4.17, 2.31, -2.21)
Br (3.64, 1.30, 2.05)
C (7.03, 0.69, -3.00)
N (4.53, 0.44, -1.63)
H (-0.68, -1.72, 4.24)
H (2.23, 0.83, -1.02)
C (4.63, 0.80, -2.89)
Br (-0.80, -3.54, -1.82)
Br (-6.38, 4.56, -2.54)
C (-1.54, 0.13, 5.12)
Br (-6.55, 2.38, -0.17)
Br (2.54, 0.88, 5.05)
C (-1.02, 1.65, -0.71)
Br (-4.86, 6.42, 1.89)
H (2.65, -3.43, -3.93)
C (-5.40, 3.45, -1.31)
C (-3.49, 5.35, 2.71)
C (0.66, -0.42, -0.18)
C (3.75, -4.74, -1.07)
C (2.30, 0.32, 3.17)
H (3.74, 0.94, -3.51)
H (-1.99, -1.51, 2.22)
C (1.18, 0.69, -0.85)
C (-3.10, 0.15, 2.82)
C (2.94, -3.53, -2.89)
H (-2.37, 0.35, 0.35)
H (-4.91, 4.14, -0.59)
C (-5.94, -2.87, -0.21)
H (-6.73, -3.36, 0.26)
H (1.32, -1.17, 0.22)
C (-4.61, -2.52, -2.20)
H (4.11, -5.67, -0.70)
C (-1.39, -3.56, 0.03)
C (-3.16, 1.12, 3.85)
C (5.70, 0.21, -1.00)
H (7.82, 0.18, -1.12)
C (3.28, -4.75, -2.36)
H (-2.88, -1.22, -1.78)
C (2.92, -2.41, -2.07)
Br (-3.05, 3.90, 1.46)
H (4.56, 5.84, -1.13)
H (0.60, 2.71, -1.44)
C (3.70, -3.59, -0.32)
H (-3.88, 1.93, 3.75)
C (0.28, 1.72, -1.08)
C (6.91, 0.35, -1.65)
N (-2.44, 1.13, 5.00)
H (-1.79, 2.39, -1.02)
H (3.28, -5.66, -2.91)

Atomic charges from the Löwdin analysis, expressed in e, are listed below: atom 1 (H): 0.09, atom 2 (C): -0.18, atom 3 (H): 0.10, atom 4 (C): -0.19, atom 5 (N): 0.06, atom 6 (H): 0.11, atom 7 (C): -0.11, atom 8 (Br): 0.63, atom 9 (H): -0.06, atom 10 (Br): 0.57, atom 11 (H): 0.09, atom 12 (Br): 0.56, atom 13 (C): -0.06, atom 14 (C): -0.09, atom 15 (H): 0.10, atom 16 (H): -0.01, atom 17 (H): -0.02, atom 18 (H): 0.09, atom 19 (Br): 0.60, atom 20 (H): 0.12, atom 21 (C): -0.08, atom 22 (H): 0.09, atom 23 (C): -1.57, atom 24 (Br): 0.53, atom 25 (N): 0.08, atom 26 (Br): 0.54, atom 27 (H): 0.12, atom 28 (C): -0.17, atom 29 (N): 0.07, atom 30 (H): 0.10, atom 31 (Br): 0.61, atom 32 (Br): 0.64, atom 33 (Br): 0.53, atom 34 (C): -0.05, atom 35 (N): 0.02, atom 36 (H): 0.09, atom 37 (H): 0.03, atom 38 (C): -0.22, atom 39 (Br): 0.60, atom 40 (Br): 0.57, atom 41 (C): -0.14, atom 42 (Br): 0.54, atom 43 (Br): 0.53, atom 44 (C): -0.12, atom 45 (Br): 0.58, atom 46 (H): 0.10, atom 47 (C): -1.66, atom 48 (C): -1.60, atom 49 (C): -0.16, atom 50 (C): -0.08, atom 51 (C): -1.49, atom 52 (H): 0.11, atom 53 (H): 0.07, atom 54 (C): -0.06, atom 55 (C): -0.09, atom 56 (C): -0.09, atom 57 (H): 0.06, atom 58 (H): -0.10, atom 59 (C): -0.10, atom 60 (H): 0.09, atom 61 (H): 0.05, atom 62 (C): -0.06, atom 63 (H): 0.10, atom 64 (C): -1.64, atom 65 (C): -0.17, atom 66 (C): -0.16, atom 67 (H): 0.09, atom 68 (C): -0.08, atom 69 (H): 0.08, atom 70 (C): -0.17, atom 71 (Br): 0.60, atom 72 (H): -0.01, atom 73 (H): 0.10, atom 74 (C): -0.16, atom 75 (H): 0.07, atom 76 (C): -0.08, atom 77 (C): -0.07, atom 78 (N): 0.05, atom 79 (H): 0.02, atom 80 (H): 0.10

***

No. 2
C30H30Cl2N4O9Os | ωB97M-V/def2-TZVPD

Values from the calculation:
- Molecular weight: 851.73 g mol⁻¹
- LUMO level: -0.34 eV
- Kohn-Sham gap: 8.75 eV

Geometry (Å):
C (4.23, -0.28, 2.35)
C (-1.25, 3.19, 0.84)
H (5.67, -2.05, 0.95)
H (4.41, -2.57, -0.18)
H (2.27, -3.31, 4.03)
H (-2.56, -0.68, 1.72)
C (3.44, -2.64, 2.33)
C (-1.68, 5.54, 0.63)
H (1.48, -2.04, 3.09)
H (-2.32, -1.90, 2.98)
C (-2.52, 4.32, 2.55)
O (-1.19, -0.76, -6.96)
H (-0.56, 4.39, -0.79)
O (-0.77, 0.84, 0.90)
N (-1.91, -0.20, -2.84)
Cl (-3.09, 6.95, 2.45)
H (-3.83, -1.82, -2.01)
H (-0.56, -3.73, 2.64)
H (-3.02, -2.36, 1.42)
C (-0.52, -3.48, 1.58)
C (1.58, -0.39, -3.29)
H (-3.06, 4.31, 3.48)
H (1.55, -0.68, -5.62)
C (0.11, -0.41, -3.53)
H (3.91, 1.66, 2.93)
H (-0.41, -2.49, -0.73)
O (2.38, -0.50, -4.21)
C (2.45, -2.39, 3.47)
H (-5.93, 1.11, 0.31)
C (4.78, -1.72, 0.40)
H (-1.21, -4.13, 1.05)
C (5.12, -0.55, -0.52)
C (-0.82, -1.66, -0.15)
N (1.93, 0.23, 0.81)
C (-0.33, -0.68, -6.12)
O (1.91, 2.35, 1.66)
C (-0.69, 1.95, 0.31)
C (-1.12, 4.38, 0.14)
H (3.07, -3.43, 1.67)
H (-2.04, 2.22, 2.58)
H (5.90, -0.84, -1.22)
C (2.45, -0.99, 0.76)
H (4.25, -0.24, -1.10)
C (-3.13, 1.46, -1.55)
H (-4.27, 2.82, -0.36)
H (2.83, -1.64, 4.17)
C (-1.95, 3.16, 2.05)
C (3.71, -1.40, 1.46)
H (-5.73, -1.21, -0.53)
H (-1.58, 6.48, 0.10)
H (5.49, 0.31, 0.05)
C (-5.11, 0.84, -0.34)
H (-2.40, 2.20, -1.87)
Cl (-3.46, -0.29, -4.99)
C (-0.89, -2.01, 1.35)
C (2.41, 1.25, 1.60)
H (0.49, -3.69, 1.21)
Os (0.46, -0.06, -0.62)
H (4.40, -2.96, 2.74)
H (-1.81, -1.43, -0.51)
O (-0.11, 1.91, -0.84)
C (-2.38, 5.50, 1.83)
H (-0.18, -1.39, 1.89)
O (1.89, -0.24, -2.05)
O (5.22, -0.42, 3.04)
O (1.78, -1.76, 0.03)
N (3.54, 0.92, 2.35)
C (-0.69, -0.49, -4.68)
C (-5.00, -0.46, -0.81)
C (-1.97, -0.34, -4.19)
C (-4.18, 1.80, -0.71)
C (-3.94, -0.81, -1.64)
N (-0.63, -0.25, -2.44)
C (-3.01, 0.15, -1.98)
C (-2.28, -1.72, 1.90)
O (0.96, -0.76, -6.41)

Atomic charges from the Löwdin analysis, expressed in e, are listed below: atom 1 (C): -0.41, atom 2 (C): -0.15, atom 3 (H): 0.12, atom 4 (H): 0.13, atom 5 (H): 0.08, atom 6 (H): 0.06, atom 7 (C): -0.16, atom 8 (C): -0.08, atom 9 (H): 0.06, atom 10 (H): 0.08, atom 11 (C): -0.09, atom 12 (O): 0.09, atom 13 (H): 0.13, atom 14 (O): -0.06, atom 15 (N): -0.03, atom 16 (Cl): 0.68, atom 17 (H): 0.13, atom 18 (H): 0.08, atom 19 (H): 0.08, atom 20 (C): -0.08, atom 21 (C): -0.50, atom 22 (H): 0.11, atom 23 (H): 0.07, atom 24 (C): -0.10, atom 25 (H): 0.17, atom 26 (H): 0.08, atom 27 (O): 0.10, atom 28 (C): -0.06, atom 29 (H): 0.11, atom 30 (C): -0.15, atom 31 (H): 0.08, atom 32 (C): -0.06, atom 33 (C): -0.20, atom 34 (N): 0.06, atom 35 (C): -0.50, atom 36 (O): 0.12, atom 37 (C): -0.58, atom 38 (C): 0.00, atom 39 (H): 0.12, atom 40 (H): 0.13, atom 41 (H): 0.08, atom 42 (C): -0.43, atom 43 (H): 0.07, atom 44 (C): 0.00, atom 45 (H): 0.11, atom 46 (H): 0.08, atom 47 (C): 0.00, atom 48 (C): -0.30, atom 49 (H): 0.11, atom 50 (H): 0.11, atom 51 (H): 0.08, atom 52 (C): -0.06, atom 53 (H): 0.12, atom 54 (Cl): 0.85, atom 55 (C): -0.48, atom 56 (C): -0.48, atom 57 (H): 0.07, atom 58 (Os): 1.61, atom 59 (H): 0.13, atom 60 (H): 0.04, atom 61 (O): -0.10, atom 62 (C): -0.66, atom 63 (H): 0.09, atom 64 (O): -0.12, atom 65 (O): 0.12, atom 66 (O): -0.03, atom 67 (N): 0.23, atom 68 (C): -0.03, atom 69 (C): -0.06, atom 70 (C): -0.56, atom 71 (C): -0.05, atom 72 (C): -0.04, atom 73 (N): 0.00, atom 74 (C): -0.24, atom 75 (C): -0.07, atom 76 (O): 0.14

***

No. 3
C30H30F3N3 | ωB97M-V/def2-TZVPD

Values from the calculation:
- Molecular weight: 489.58 g mol⁻¹
- LUMO level: -0.89 eV
- Kohn-Sham gap: 5.60 eV

Geometry (Å):
C (0.25, 2.03, 4.10)
H (2.06, -5.81, -3.48)
F (-5.76, 3.80, 2.98)
C (2.08, 0.57, 0.50)
C (1.55, -4.55, -5.13)
N (2.41, 3.40, 2.80)
H (1.52, 0.35, -1.92)
H (2.11, -1.98, -6.39)
C (-4.76, 0.49, 1.93)
H (0.18, -5.37, -2.08)
N (-2.85, -2.40, -1.55)
C (-2.54, -1.35, -1.12)
H (0.71, -4.45, -5.85)
C (0.05, -0.87, 0.08)
C (-4.66, 1.86, 2.11)
C (-3.02, 2.02, 0.36)
N (1.98, -3.24, -4.68)
H (-0.67, 2.60, 3.92)
C (1.51, -2.65, -3.55)
C (0.24, 0.54, 2.08)
C (1.89, 3.94, 4.03)
F (-6.53, 1.84, 3.61)
C (-3.04, 0.61, 0.20)
C (1.78, -1.29, -3.25)
H (-2.39, 2.63, -0.29)
H (-1.35, 0.45, -1.16)
C (-3.99, -0.12, 0.96)
C (2.75, -2.50, -5.66)
C (2.63, 1.65, 1.15)
C (-3.83, 2.64, 1.31)
H (1.16, 4.73, 3.78)
C (0.24, -4.77, -2.99)
H (3.58, 2.07, 0.79)
C (1.98, 2.22, 2.27)
C (0.83, 1.56, 2.80)
C (0.68, -3.39, -2.64)
H (-4.12, -1.19, 0.79)
H (-5.43, -0.10, 2.55)
C (1.24, 2.88, 4.90)
C (1.30, -0.71, -2.10)
H (-3.81, 3.72, 1.44)
H (-0.65, 0.05, 2.48)
H (3.37, -3.22, -6.20)
C (3.22, 4.33, 2.04)
C (0.26, -2.80, -1.47)
H (2.01, 2.23, 5.31)
H (-0.31, -3.40, -0.76)
H (-0.70, -1.42, 0.63)
H (2.72, 4.43, 4.56)
C (-5.39, 2.51, 3.25)
H (2.66, 0.09, -0.29)
C (-2.10, -0.12, -0.60)
H (2.74, 5.32, 2.06)
H (2.37, -0.69, -3.94)
H (2.39, -4.97, -5.70)
H (3.31, 4.02, 0.99)
H (0.66, -6.35, -4.41)
H (0.74, 3.38, 5.73)
H (3.39, -1.77, -5.17)
C (0.58, -1.47, -1.14)
H (-0.78, -4.72, -3.40)
C (1.16, -5.47, -3.99)
F (-4.59, 2.57, 4.38)
H (-0.04, 1.16, 4.70)
C (0.80, 0.06, 0.86)
H (4.22, 4.43, 2.47)

Atomic charges from the Löwdin analysis, expressed in e, are listed below: atom 1 (C): -0.14, atom 2 (H): 0.12, atom 3 (F): 0.11, atom 4 (C): -0.03, atom 5 (C): -0.17, atom 6 (N): -0.14, atom 7 (H): 0.11, atom 8 (H): 0.10, atom 9 (C): -0.01, atom 10 (H): 0.12, atom 11 (N): 0.15, atom 12 (C): -0.29, atom 13 (H): 0.13, atom 14 (C): -0.01, atom 15 (C): -0.15, atom 16 (C): -0.02, atom 17 (N): -0.14, atom 18 (H): 0.13, atom 19 (C): -0.15, atom 20 (C): 0.04, atom 21 (C): -0.18, atom 22 (F): 0.11, atom 23 (C): -0.23, atom 24 (C): -0.01, atom 25 (H): 0.11, atom 26 (H): 0.11, atom 27 (C): -0.02, atom 28 (C): -0.05, atom 29 (C): -0.01, atom 30 (C): -0.02, atom 31 (H): 0.13, atom 32 (C): -0.15, atom 33 (H): 0.10, atom 34 (C): -0.16, atom 35 (C): -0.15, atom 36 (C): -0.15, atom 37 (H): 0.11, atom 38 (H): 0.12, atom 39 (C): -0.16, atom 40 (C): -0.04, atom 41 (H): 0.12, atom 42 (H): 0.14, atom 43 (H): 0.09, atom 44 (C): -0.05, atom 45 (C): 0.01, atom 46 (H): 0.12, atom 47 (H): 0.13, atom 48 (H): 0.11, atom 49 (H): 0.13, atom 50 (C): -0.52, atom 51 (H): 0.10, atom 52 (C): -0.13, atom 53 (H): 0.09, atom 54 (H): 0.09, atom 55 (H): 0.12, atom 56 (H): 0.08, atom 57 (H): 0.11, atom 58 (H): 0.12, atom 59 (H): 0.08, atom 60 (C): -0.22, atom 61 (H): 0.13, atom 62 (C): -0.17, atom 63 (F): 0.10, atom 64 (H): 0.12, atom 65 (C): -0.20, atom 66 (H): 0.10

***

HOMO: -9.21; -9.10; -6.49 (eV)